{"formula": "C4H3ClN6", "method": "ωB97M-V with the def2-TZVPD basis set", "symbols": ["N", "C", "C", "N", "N", "N", "N", "N", "C", "C", "Cl", "H", "H", "H"], "coordinates": [[0.835, -0.549, 2.615], [0.144, -0.289, 1.415], [0.860, -0.033, 0.166], [0.231, 0.208, -0.986], [-1.118, 0.216, -0.965], [-1.999, 0.405, -1.986], [-3.185, 0.323, -1.458], [-3.113, 0.080, -0.119], [-1.861, 0.003, 0.183], [-1.217, -0.221, 1.457], [-2.096, -0.379, 2.966], [1.815, -0.756, 2.573], [0.286, -1.003, 3.312], [1.907, 0.018, 0.224]], "forces_ev_per_a": [[-0.226, 0.752, -1.817], [0.825, -0.298, 1.449], [-3.925, 0.210, -0.741], [0.997, -0.023, 0.681], [0.198, -0.629, 2.081], [-0.131, 0.006, 0.214], [1.708, -0.092, 0.359], [-1.525, 0.092, -0.621], [0.759, 0.134, 0.730], [-0.300, 0.191, -1.042], [0.345, 0.028, -1.198], [0.034, -0.157, 0.008], [-0.001, -0.217, 0.430], [1.243, 0.004, -0.533]], "smiles": "Nc1cnn2nnnc2c1Cl", "energy_ev": -25657.25503, "multiplicity": 1, "homo_lumo_gap_ha": 0.3195, "e_lumo_ev": -0.6, "de_lowest_ev": 0.0165, "charge": 0}

{"formula": "C18H17CoN6O5", "method": "ωB97M-V with the def2-TZVPD basis set", "symbols": ["Co", "O", "C", "C", "C", "C", "C", "C", "C", "O", "N", "N", "C", "C", "C", "C", "C", "C", "C", "O", "H", "H", "H", "H", "H", "H", "H", "H", "H", "H", "C", "N", "C", "C", "O", "N", "C", "N", "H", "H", "H", "H", "H", "H", "H", "O", "N"], "coordinates": [[-0.619, -0.193, 0.112], [3.153, 0.626, -1.867], [3.811, 0.076, -0.880], [5.204, 0.462, -0.748], [5.939, 0.044, 0.347], [5.349, -0.800, 1.300], [4.093, -1.313, 1.105], [3.299, -0.903, 0.036], [1.871, -1.198, 0.041], [1.111, -0.670, -0.867], [1.331, -1.994, 0.979], [-0.063, -1.760, 0.994], [-0.703, -2.549, 1.713], [-2.169, -2.444, 1.770], [-2.743, -3.349, 2.621], [-4.193, -3.357, 2.929], [-4.964, -2.273, 2.399], [-4.327, -1.407, 1.528], [-2.944, -1.512, 1.236], [-2.527, -0.549, 0.475], [2.221, 0.497, -1.742], [5.580, 1.200, -1.357], [6.971, 0.469, 0.289], [5.955, -1.111, 2.120], [3.607, -2.021, 1.710], [-0.250, -3.452, 2.174], [-2.088, -4.120, 3.115], [-4.728, -4.270, 3.263], [-5.903, -2.181, 2.855], [-4.927, -0.499, 1.169], [-2.523, 4.142, -3.031], [-2.090, 3.330, -1.939], [-2.418, 3.559, -0.485], [-1.820, 2.280, 0.111], [-1.954, 1.871, 1.281], [-1.027, 1.661, -0.803], [-1.317, 2.239, -1.996], [-0.873, 1.822, -3.173], [-3.461, 3.774, -3.412], [-1.794, 4.181, -3.807], [-2.614, 5.181, -2.692], [-3.481, 3.583, -0.261], [-2.004, 4.573, -0.216], [-0.174, 1.074, -3.146], [-0.929, 2.454, -3.915], [5.971, -2.664, -1.186], [6.162, -2.510, -0.148]], "forces_ev_per_a": [[-0.542, 2.147, -1.474], [1.003, 0.747, -0.399], [1.999, -0.626, 0.775], [-2.336, -1.764, 1.934], [0.198, 1.361, -1.753], [1.586, -0.383, -0.277], [-0.915, 0.648, -1.364], [0.568, 1.187, -0.476], [-2.147, -1.885, 0.473], [0.324, 1.128, 0.013], [0.803, 1.703, -0.716], [3.201, -0.819, 0.211], [-2.073, -1.924, 0.262], [3.152, -4.011, 3.576], [-1.754, -1.766, 1.421], [1.362, 0.111, -2.083], [2.762, -0.913, 0.357], [-3.169, 0.982, 1.078], [-2.342, 5.372, -3.524], [-0.128, -1.456, 0.369], [-1.449, -0.725, 0.171], [0.755, 1.330, -1.649], [-0.814, -0.747, 1.076], [0.144, -0.220, 0.655], [-0.154, -0.728, 1.262], [-0.048, 0.871, -0.184], [-0.902, 0.821, -0.617], [0.760, 0.862, 0.505], [-1.547, 0.473, -0.316], [1.317, -1.477, 0.216], [-0.453, 0.774, 0.419], [0.261, -0.978, 2.447], [0.265, 0.482, -1.212], [0.262, 0.785, 3.091], [0.473, 0.741, -2.359], [-0.605, -0.553, -0.851], [-0.191, 0.963, -0.038], [0.960, -1.897, 1.527], [-0.383, 0.101, -0.294], [0.571, -0.087, -0.673], [-0.211, -0.280, -0.005], [-0.229, -0.012, -0.312], [-0.063, -1.326, 0.315], [-0.477, 0.579, -0.443], [0.099, 0.566, -1.442], [-0.978, 0.308, -2.206], [1.087, -0.464, 2.515]], "energy_ev": -75727.71027, "multiplicity": 5, "homo_lumo_gap_ha": [0.2122, 0.2126], "e_lumo_ev": [-8.1, -8.1], "de_lowest_ev": 0.0958, "charge": 2, "s2": 6.046}

{"formula": "C16H10ClF5Ga", "method": "ωB97M-V with the def2-TZVPD basis set", "symbols": ["C", "C", "C", "H", "C", "C", "H", "H", "H", "H", "Ga", "Cl", "C", "C", "C", "H", "C", "C", "H", "H", "H", "H", "F", "C", "C", "C", "F", "C", "F", "C", "F", "C", "F"], "coordinates": [[1.044, 3.289, -0.923], [1.067, 2.114, -1.693], [1.726, 1.064, -0.898], [0.762, 1.993, -2.731], [2.100, 1.703, 0.360], [1.652, 3.027, 0.337], [1.824, 3.773, 1.108], [0.661, 4.255, -1.239], [2.230, 0.198, -1.333], [2.648, 1.228, 1.172], [-0.350, 0.318, -0.599], [-2.104, 0.842, -1.725], [-1.671, -2.300, -2.112], [-0.648, -3.089, -1.520], [0.552, -2.892, -2.264], [-0.775, -3.761, -0.675], [0.260, -1.997, -3.338], [-1.113, -1.637, -3.249], [-1.646, -0.983, -3.934], [-2.698, -2.230, -1.764], [1.511, -3.356, -2.046], [0.951, -1.664, -4.111], [-0.870, 2.591, 1.771], [-0.835, 1.314, 2.238], [-0.631, 0.253, 1.355], [-0.553, -1.011, 1.926], [-0.225, -2.086, 1.141], [-0.689, -1.249, 3.290], [-0.610, -2.509, 3.761], [-0.834, -0.162, 4.151], [-0.770, -0.340, 5.484], [-0.924, 1.122, 3.619], [-1.041, 2.184, 4.443]], "forces_ev_per_a": [[-0.207, -0.954, -0.768], [0.467, 0.862, 0.452], [-1.056, -0.146, 0.282], [-0.018, 0.046, 0.360], [-0.296, 0.575, -0.219], [0.860, -1.038, -0.197], [-0.170, -0.254, -0.050], [-0.102, -0.291, 0.051], [-0.106, 0.248, 0.045], [-0.220, 0.058, -0.213], [0.731, 0.597, -0.648], [-0.219, 0.578, 0.237], [0.630, 0.100, -0.308], [0.359, 0.444, -0.468], [-0.477, 0.265, -0.021], [0.069, 0.178, -0.109], [-0.520, -0.175, 0.469], [0.474, -0.572, 0.331], [0.141, -0.105, 0.190], [0.136, -0.028, -0.113], [-0.168, 0.076, -0.102], [-0.086, -0.074, 0.168], [-0.214, -0.808, 0.411], [0.144, -0.048, -0.243], [-0.211, -0.488, 0.848], [0.327, -0.398, -0.151], [-0.474, 1.058, 0.851], [0.114, -0.035, -0.100], [0.041, 0.543, 0.066], [0.252, -0.161, -0.141], [-0.307, 0.059, -0.448], [0.078, 0.279, -0.292], [0.027, -0.391, -0.169]], "energy_ev": -95239.45452, "multiplicity": 1, "homo_lumo_gap_ha": 0.2114, "e_lumo_ev": 2.5, "de_lowest_ev": 0.0547, "charge": -1}

{"formula": "C6H11N2", "method": "ωB97M-V with the def2-TZVPD basis set", "symbols": ["C", "C", "C", "C", "C", "C", "N", "N", "H", "H", "H", "H", "H", "H", "H", "H", "H", "H", "H"], "coordinates": [[2.612, 0.583, 0.584], [1.040, -0.205, -1.125], [-0.544, -0.104, 0.682], [-1.284, -1.029, 1.243], [0.142, 0.902, 1.603], [-1.160, -0.389, -1.710], [-0.142, -0.233, -0.649], [2.208, -0.171, -0.438], [3.339, -0.029, 1.086], [1.288, -0.322, -2.227], [-1.833, -1.782, 0.706], [-1.603, -1.070, 2.278], [-0.248, 0.664, 2.516], [-0.129, 1.883, 1.295], [1.164, 0.673, 1.631], [-0.808, -1.104, -2.475], [-2.131, -0.826, -1.154], [-1.333, 0.558, -2.010], [2.829, -0.826, -0.762]], "forces_ev_per_a": [[-0.246, 0.689, 0.060], [1.802, 0.142, -2.015], [1.422, 0.357, 2.829], [-2.000, -1.111, -0.145], [-1.696, -1.007, -2.346], [-2.194, -4.230, 2.564], [-0.004, 0.000, -2.218], [-1.218, 1.495, 1.739], [1.287, -0.128, 0.149], [-1.285, -0.095, 1.270], [0.304, -0.401, -0.535], [0.481, 0.608, 0.071], [-1.066, -0.082, 2.571], [0.425, 1.062, -0.080], [1.253, 0.520, 0.125], [-0.300, 0.633, 0.373], [2.237, 1.052, -1.649], [-0.992, 2.872, -1.607], [1.791, -2.376, -1.157]], "energy_ev": -9368.33157, "multiplicity": 1, "homo_lumo_gap_ha": 0.2806, "e_lumo_ev": -5.1, "de_lowest_ev": 6.4030, "charge": 1}

{"formula": "C47H48BrN4OP2Si2V", "method": "ωB97M-V with the def2-TZVPD basis set", "symbols": ["V", "C", "Si", "C", "C", "N", "P", "C", "P", "N", "Si", "C", "C", "C", "C", "C", "C", "C", "C", "C", "C", "C", "C", "C", "C", "C", "C", "C", "C", "C", "C", "C", "C", "C", "C", "C", "C", "C", "H", "H", "H", "H", "H", "H", "H", "H", "H", "H", "H", "H", "H", "H", "H", "H", "H", "H", "H", "H", "H", "H", "H", "H", "H", "H", "H", "H", "H", "H", "H", "H", "H", "H", "H", "H", "H", "H", "Br", "C", "C", "C", "C", "O", "C", "C", "N", "C", "C", "C", "C", "C", "C", "C", "C", "N", "C", "C", "H", "H", "H", "H", "H", "H", "H", "H", "H", "H"], "coordinates": [[0.285, -0.473, -0.292], [4.402, 1.238, -0.438], [3.603, 0.088, 0.822], [4.381, 0.396, 2.513], [4.143, -1.670, 0.465], [1.888, 0.234, 0.809], [0.909, 1.321, 1.562], [-0.617, 1.074, 0.968], [-1.665, -0.157, 1.427], [-0.784, -1.529, 1.158], [-1.309, -3.161, 1.064], [-2.826, -3.593, 2.080], [0.102, -4.211, 1.754], [-1.748, -3.720, -0.672], [-2.265, -0.075, 3.140], [-1.764, -0.899, 4.139], [-2.155, -0.715, 5.460], [-3.048, 0.293, 5.786], [-3.550, 1.125, 4.792], [-3.156, 0.945, 3.475], [-3.063, -0.132, 0.351], [-2.703, 0.220, -1.058], [-3.808, -0.110, -1.998], [-4.984, -0.664, -1.602], [-5.277, -0.964, -0.252], [-4.286, -0.702, 0.678], [1.422, 3.034, 1.179], [0.490, 3.858, 0.554], [0.827, 5.154, 0.182], [2.100, 5.639, 0.443], [3.033, 4.829, 1.081], [2.695, 3.536, 1.446], [1.124, 1.175, 3.365], [1.329, -0.094, 3.904], [1.384, -0.272, 5.277], [1.216, 0.814, 6.126], [0.987, 2.076, 5.596], [0.941, 2.257, 4.220], [4.885, 0.674, -1.240], [3.644, 1.877, -0.896], [5.153, 1.886, 0.022], [5.468, 0.440, 2.386], [4.065, 1.304, 3.027], [4.160, -0.439, 3.182], [5.195, -1.771, 0.751], [3.564, -2.382, 1.060], [4.061, -1.947, -0.585], [-2.760, -3.271, 3.121], [-3.722, -3.152, 1.639], [-2.952, -4.681, 2.072], [0.069, -4.191, 2.848], [0.046, -5.257, 1.438], [1.075, -3.809, 1.460], [-2.711, -3.280, -0.946], [-1.027, -3.401, -1.426], [-1.840, -4.810, -0.715], [-1.051, -1.670, 3.875], [-1.752, -1.356, 6.236], [-3.350, 0.437, 6.817], [-4.244, 1.917, 5.046], [-3.533, 1.592, 2.691], [-1.332, -0.524, -2.372], [-3.656, 0.174, -3.037], [-5.738, -0.854, -2.361], [-6.236, -1.370, 0.041], [-4.466, -0.942, 1.723], [-0.499, 3.453, 0.372], [0.092, 5.779, -0.312], [2.368, 6.648, 0.153], [4.027, 5.207, 1.289], [3.432, 2.915, 1.939], [1.428, -0.937, 3.229], [1.546, -1.261, 5.689], [1.253, 0.676, 7.200], [0.841, 2.923, 6.256], [0.761, 3.242, 3.806], [-2.289, 6.280, -2.370], [-2.305, 4.426, -1.911], [-3.307, 3.930, -1.090], [-3.291, 2.573, -0.821], [-2.306, 1.701, -1.277], [-1.499, -0.655, -1.429], [-1.230, 2.240, -2.038], [-0.005, 1.638, -2.526], [0.675, 0.576, -2.062], [1.816, 0.160, -2.685], [2.589, 0.901, -3.586], [3.694, 0.333, -4.225], [4.054, -0.980, -4.029], [3.303, -1.771, -3.127], [3.555, -3.137, -2.900], [2.786, -3.839, -2.009], [1.779, -3.171, -1.309], [1.507, -1.892, -1.496], [2.224, -1.190, -2.414], [-1.307, 3.615, -2.380], [-4.089, 4.570, -0.708], [-4.100, 2.145, -0.240], [0.431, 2.179, -3.358], [2.350, 1.938, -3.775], [4.275, 0.951, -4.899], [4.894, -1.422, -4.550], [4.365, -3.617, -3.438], [2.957, -4.890, -1.820], [1.181, -3.691, -0.575], [-0.511, 4.042, -2.977]], "forces_ev_per_a": [[0.004, 0.161, 0.354], [-0.009, 0.039, -0.050], [0.061, -0.065, 0.013], [-0.056, 0.071, 0.056], [-0.016, -0.059, -0.012], [-0.065, 0.047, -0.062], [0.001, 0.039, -0.151], [-0.097, 0.051, -0.018], [-0.015, 0.083, -0.131], [0.053, -0.209, -0.083], [-0.044, -0.122, 0.045], [-0.024, 0.026, 0.086], [0.061, 0.001, -0.006], [0.046, -0.011, -0.047], [-0.030, 0.056, -0.005], [-0.040, 0.039, -0.007], [0.008, -0.048, -0.032], [-0.013, 0.013, -0.002], [0.019, -0.011, -0.019], [-0.009, -0.034, 0.037], [0.096, 0.035, 0.004], [-0.178, 0.050, 0.095], [0.001, -0.007, 0.013], [0.047, 0.010, 0.010], [-0.028, -0.029, 0.036], [0.026, -0.002, -0.089], [0.009, 0.012, 0.013], [0.002, -0.005, 0.020], [0.009, -0.026, 0.017], [-0.009, -0.006, 0.007], [0.002, 0.009, 0.000], [-0.037, -0.033, -0.009], [-0.017, -0.059, 0.002], [0.076, 0.040, -0.016], [0.046, 0.027, 0.001], [0.003, 0.003, -0.024], [-0.011, 0.009, -0.009], [0.012, -0.017, 0.017], [-0.014, 0.003, -0.003], [0.024, 0.014, 0.001], [0.014, -0.005, -0.014], [-0.008, 0.000, -0.006], [-0.002, 0.006, 0.016], [-0.011, -0.016, 0.014], [-0.001, -0.006, -0.004], [0.013, 0.002, -0.013], [0.023, 0.011, 0.043], [-0.009, -0.006, -0.010], [-0.008, -0.004, 0.013], [0.007, 0.006, -0.008], [-0.005, 0.007, -0.003], [0.000, 0.007, 0.008], [-0.002, -0.036, 0.060], [0.006, 0.033, -0.009], [0.020, -0.012, -0.032], [-0.010, 0.013, 0.007], [-0.030, -0.012, 0.018], [0.005, 0.002, 0.000], [-0.001, -0.001, 0.000], [-0.003, 0.000, -0.005], [-0.002, 0.001, 0.004], [-0.007, -0.015, -0.019], [-0.009, 0.005, 0.004], [0.003, 0.002, -0.008], [0.006, 0.001, -0.004], [-0.002, 0.006, 0.010], [-0.011, 0.001, -0.039], [0.000, -0.004, -0.007], [-0.003, 0.001, -0.001], [0.002, -0.007, 0.000], [0.021, 0.005, 0.003], [0.026, -0.018, -0.002], [-0.002, -0.005, -0.009], [-0.001, -0.001, 0.003], [0.001, 0.001, 0.000], [0.005, 0.003, 0.016], [-0.008, -0.035, 0.015], [-0.032, 0.049, 0.024], [0.030, 0.007, -0.028], [-0.061, 0.030, 0.016], [0.110, -0.069, -0.065], [0.034, -0.030, -0.042], [-0.004, -0.027, 0.041], [0.007, 0.048, 0.003], [0.066, -0.082, 0.077], [0.006, 0.123, -0.019], [-0.047, -0.006, -0.029], [0.008, -0.087, 0.038], [0.006, 0.085, -0.051], [-0.108, 0.011, 0.072], [0.002, 0.024, -0.009], [0.065, -0.093, -0.032], [-0.088, 0.099, -0.005], [-0.070, -0.003, 0.021], [0.086, -0.062, -0.105], [0.050, -0.027, 0.005], [0.001, 0.005, -0.001], [0.010, -0.007, -0.004], [0.025, -0.002, 0.024], [0.013, -0.006, -0.006], [0.007, -0.007, -0.007], [0.003, 0.008, -0.001], [-0.004, -0.016, 0.008], [-0.007, 0.004, 0.002], [-0.011, -0.004, -0.024], [-0.011, 0.012, 0.003]], "energy_ev": -187595.59001, "multiplicity": 4, "homo_lumo_gap_ha": [0.1881, 0.1994], "e_lumo_ev": [2.2, 2.0], "charge": -1, "s2": 3.818}

{"formula": "C2H4ClN2P", "method": "ωB97M-V with the def2-TZVPD basis set", "symbols": ["C", "C", "N", "N", "P", "Cl", "H", "H", "H", "H"], "coordinates": [[0.966, -0.661, 0.050], [0.164, 0.725, -0.107], [0.092, -1.768, -0.107], [-1.113, 0.228, 0.131], [-1.381, -1.389, 0.029], [-2.684, 1.430, -0.166], [1.938, -0.684, -0.497], [1.275, -0.476, 1.079], [0.601, 1.406, 0.672], [0.143, 1.188, -1.084]], "forces_ev_per_a": [[1.324, 2.216, 0.086], [1.803, 0.380, -0.295], [1.401, -1.298, -0.008], [-4.333, 2.824, 1.108], [-1.849, -0.859, -0.358], [2.765, -2.005, 0.398], [-0.976, -0.161, -0.109], [0.059, -1.043, 0.376], [-0.822, -0.307, -0.798], [0.629, 0.252, -0.399]], "energy_ev": -26927.74551, "multiplicity": 1, "homo_lumo_gap_ha": 0.3012, "e_lumo_ev": -1.1, "de_lowest_ev": 2.7519, "charge": 0}